121
Properties=species:S:1:pos:R:3:lowdin_charge:R:1 method="wB97M-V/def2-TZVPD" charge=-2 largest_force_ev_per_a=0.39 e_above_lowest_kj_mol=0.00 e_homo_ev=-2.979 mol_weight_g_mol=1037.97 energy_ha=-8392.7912 orbital_gap_ev=6.00
Ca -0.266 -0.987 -1.441 1.319
C 1.989 1.132 6.422 -0.075
C 2.122 1.836 5.072 -0.560
C 3.591 2.244 4.887 -0.055
C 1.259 3.104 5.108 -0.056
C 1.689 0.945 3.910 -0.188
C 1.684 1.439 2.611 -0.094
C 1.294 0.657 1.541 -0.402
Se 1.253 1.476 -0.200 1.098
C -0.446 2.392 -0.126 -0.399
C -0.559 3.494 0.709 -0.083
C -1.757 4.179 0.833 -0.191
C -2.826 3.701 0.073 -0.015
C -2.765 2.616 -0.785 -0.083
C -1.524 1.914 -0.922 -0.400
O -1.388 0.900 -1.708 -0.301
C -4.070 2.228 -1.508 -0.527
C -5.143 1.900 -0.456 -0.049
C -4.547 3.421 -2.354 -0.060
C -3.987 1.018 -2.445 -0.062
C -1.951 5.393 1.740 -0.560
C -2.386 6.606 0.905 -0.058
C -0.670 5.765 2.485 -0.071
C -3.034 5.091 2.786 -0.052
C 0.926 -0.712 1.687 -0.387
O 0.603 -1.437 0.655 -0.317
C 0.929 -1.221 3.019 -0.083
C 1.293 -0.376 4.064 -0.003
C 0.484 -2.641 3.420 -0.524
C 1.505 -3.257 4.394 -0.064
C 0.339 -3.640 2.269 -0.069
C -0.878 -2.542 4.126 -0.041
H 2.298 1.810 7.221 0.077
H 2.618 0.242 6.474 0.082
H 0.957 0.831 6.614 0.085
H 3.918 2.891 5.706 0.075
H 3.732 2.784 3.950 0.077
H 4.233 1.362 4.862 0.087
H 1.558 3.750 5.938 0.078
H 0.204 2.850 5.226 0.091
H 1.362 3.675 4.186 0.061
H 1.987 2.461 2.412 0.089
H 0.314 3.802 1.268 0.079
H -3.776 4.216 0.163 0.093
H -5.339 2.744 0.208 0.068
H -4.825 1.055 0.156 0.088
H -6.080 1.626 -0.947 0.081
H -4.721 4.312 -1.750 0.066
H -5.481 3.168 -2.862 0.076
H -3.801 3.669 -3.112 0.086
H -3.709 0.108 -1.918 0.073
H -3.263 1.166 -3.243 0.081
H -4.977 0.868 -2.888 0.081
H -1.627 6.845 0.158 0.086
H -2.534 7.482 1.543 0.075
H -3.320 6.409 0.378 0.072
H 0.135 6.022 1.794 0.086
H -0.328 4.945 3.116 0.064
H -0.854 6.630 3.128 0.079
H -3.983 4.837 2.313 0.073
H -3.197 5.956 3.435 0.075
H -2.735 4.243 3.405 0.088
H 1.260 -0.784 5.065 0.083
H 2.505 -3.245 3.955 0.089
H 1.233 -4.294 4.601 0.076
H 1.550 -2.736 5.350 0.065
H 1.288 -3.772 1.746 0.082
H -0.409 -3.323 1.549 0.064
H 0.041 -4.606 2.687 0.084
H -0.832 -1.863 4.979 0.076
H -1.199 -3.525 4.481 0.082
H -1.637 -2.169 3.437 0.082
O -6.482 -5.004 -1.422 -0.056
C -5.986 -4.558 -0.373 -0.709
O -6.397 -4.632 0.801 -0.069
C -4.674 -3.752 -0.552 -0.100
C -4.223 -2.901 0.450 -0.009
C -3.042 -2.206 0.264 -0.139
N -2.291 -2.323 -0.832 0.019
C -2.717 -3.139 -1.805 -0.194
C -3.899 -3.859 -1.700 0.052
C -1.826 -3.264 -3.046 -0.644
O -2.065 -4.186 -3.824 0.006
O -0.878 -2.418 -3.128 -0.184
H -4.799 -2.815 1.360 0.107
H -2.661 -1.530 1.024 0.103
H -4.218 -4.500 -2.509 0.120
O 3.271 -1.879 -0.603 -0.098
H 2.926 -2.608 -1.147 -0.017
H 2.491 -1.620 -0.078 0.002
Br 3.157 -3.855 -4.528 0.761
C 1.836 -4.445 -3.275 -0.716
C 0.949 -5.428 -3.670 -0.104
C -0.005 -5.819 -2.746 -0.058
C -0.024 -5.218 -1.497 -0.041
C 0.905 -4.231 -1.234 -0.118
N 1.845 -3.854 -2.108 0.026
H 0.976 -5.830 -4.670 0.100
H -0.757 -6.545 -3.017 0.118
H -0.786 -5.454 -0.768 0.120
H 0.888 -3.685 -0.297 0.076
N 9.703 -0.477 -6.437 0.137
C 8.600 -0.452 -6.110 -0.194
C 7.221 -0.423 -5.709 -0.243
C 6.801 -1.114 -4.575 -0.014
C 5.473 -1.093 -4.198 -0.014
C 4.552 -0.361 -4.946 -0.190
C 4.972 0.338 -6.076 0.000
C 6.297 0.301 -6.460 -0.029
N 3.206 -0.328 -4.563 -0.033
C 2.100 -0.176 -5.388 -0.056
C 1.019 -0.267 -4.576 -0.105
N 1.428 -0.456 -3.275 0.018
C 2.727 -0.492 -3.296 -0.163
H 7.516 -1.682 -3.996 0.122
H 5.141 -1.658 -3.338 0.103
H 4.259 0.925 -6.637 0.112
H 6.625 0.845 -7.335 0.117
H 2.191 -0.079 -6.453 0.110
H -0.025 -0.255 -4.831 0.113
H 3.346 -0.623 -2.422 0.112